[1]
Here is a cluster of 4 separate species, C45H102ClN10O6P3 in total in a non-equilibrium geometry from OMol25. Energies are from ωB97M-V with the def2-TZVPD basis set.

Positions of all 167 atoms, in Å:
C (3.4220, 4.2673, -0.5133)
C (2.6196, 3.5676, 0.3964)
C (1.7617, 2.5297, 1.3493)
C (1.2111, 1.1881, 0.5160)
C (-0.1579, 1.7814, -0.1501)
C (0.0161, 2.5003, -1.6126)
C (-1.0150, 3.7997, -1.7846)
Cl (-0.3768, 1.3442, -3.0562)
C (2.5174, 0.8269, -0.3924)
O (2.8306, 0.9700, -1.6773)
N (3.4328, 0.1470, 0.6008)
C (2.7230, -0.7974, 1.5135)
O (3.1038, -1.0363, 2.8969)
C (4.4198, -0.5427, 3.2753)
C (4.3450, 0.9354, 3.9803)
C (3.0980, -2.2670, 0.8298)
C (2.8516, -3.4608, 1.9753)
C (4.7233, -2.3975, 0.4539)
C (4.8740, -3.9283, -0.2048)
C (1.1448, -0.2535, 1.3644)
C (0.1027, -1.4071, 0.8010)
C (0.0405, -1.5286, -0.8402)
C (-0.3139, -3.1336, -1.1516)
O (-1.6574, -3.3570, -0.5720)
C (0.6462, 0.0757, 2.9173)
C (-0.8224, 0.7968, 3.0183)
C (-1.7377, 0.1088, 4.2375)
C (-2.9766, -0.8109, 3.5995)
C (-4.2792, 0.0942, 3.1423)
C (-4.2813, 0.3221, 1.5018)
C (-5.7800, 0.4800, 0.8527)
C (-6.9225, 1.0454, 1.8921)
H (4.0963, 4.7439, -1.3679)
H (0.9310, 3.0467, 1.9901)
H (2.5486, 2.0983, 2.1369)
H (-0.6462, 2.6092, 0.5594)
H (-1.0288, 0.9748, -0.2825)
H (1.0858, 2.9166, -1.8406)
H (-0.4001, 4.7152, -2.2242)
H (-1.4556, 4.1672, -0.7613)
H (-1.8696, 3.5802, -2.5882)
H (4.0019, 0.9302, 0.9758)
H (5.2230, -0.4929, 2.4278)
H (4.8547, -1.2861, 4.0974)
H (4.6058, 1.7975, 3.2132)
H (3.3057, 1.1120, 4.4922)
H (5.1485, 0.9594, 4.8622)
H (2.5493, -2.4766, -0.1785)
H (3.7762, -3.5517, 2.7236)
H (2.7329, -4.5366, 1.4736)
H (1.8463, -3.2985, 2.5820)
H (5.0561, -1.6688, -0.3989)
H (5.4118, -2.4044, 1.3999)
H (5.7246, -3.9776, -1.0169)
H (5.1618, -4.6401, 0.6787)
H (3.8308, -4.2798, -0.6664)
H (-1.0277, -1.2233, 1.1370)
H (0.3499, -2.4999, 1.2135)
H (-0.8563, -0.9277, -1.3314)
H (1.0561, -1.3290, -1.3860)
H (-0.2415, -3.3923, -2.3024)
H (0.4566, -3.8199, -0.5559)
H (-1.6191, -4.0502, 0.1537)
H (0.5471, -0.9754, 3.4524)
H (1.3914, 0.8076, 3.4934)
H (-1.4878, 0.7023, 2.0511)
H (-0.6826, 1.9376, 3.2429)
H (-2.2305, 0.9767, 4.8596)
H (-1.0677, -0.5970, 4.9112)
H (-3.3323, -1.6210, 4.3758)
H (-2.5787, -1.3895, 2.6626)
H (-5.2361, -0.5125, 3.5102)
H (-4.3210, 1.1392, 3.7094)
H (-3.7799, -0.6131, 0.9589)
H (-3.6611, 1.3029, 1.2595)
H (-6.1890, -0.5127, 0.3634)
H (-5.6949, 1.2721, -0.0163)
H (-6.5793, 2.0055, 2.4791)
H (-7.2728, 0.1709, 2.6156)
H (-7.8772, 1.3456, 1.2671)
C (-2.4009, -8.2278, 4.3980)
N (-2.3179, -7.4266, 3.1829)
C (-3.5611, -6.6552, 3.0642)
P (-1.6333, -7.8921, 1.6746)
O (-1.2376, -6.4354, 1.3299)
N (0.0198, -8.3229, 1.9217)
C (0.6842, -8.1051, 3.1974)
C (0.9262, -7.8959, 0.8470)
N (-2.0881, -9.5668, 2.0709)
C (-1.1738, -10.6855, 1.8018)
C (-3.3504, -9.8868, 1.3776)
H (-3.1989, -8.9786, 4.3488)
H (-2.6067, -7.5884, 5.2643)
H (-1.4755, -8.7459, 4.6383)
H (-4.4219, -7.3110, 2.9076)
H (-3.5243, -5.9539, 2.2259)
H (-3.7424, -6.0559, 3.9637)
H (0.5124, -7.0931, 3.5830)
H (1.7650, -8.2571, 3.1247)
H (0.3576, -8.8393, 3.9343)
H (1.2170, -6.8462, 0.9519)
H (0.4524, -8.0259, -0.1338)
H (1.8345, -8.5052, 0.8403)
H (-0.8127, -10.6748, 0.7676)
H (-1.6672, -11.6493, 1.9787)
H (-0.3193, -10.6845, 2.4846)
H (-3.2012, -9.9373, 0.2935)
H (-4.1100, -9.1253, 1.5717)
H (-3.7660, -10.8393, 1.7253)
C (8.9740, 9.2290, -0.7270)
N (7.7423, 8.4493, -0.7418)
C (6.9174, 8.8857, 0.3913)
P (7.5703, 6.7832, -1.1354)
O (6.1315, 6.9901, -1.6688)
N (8.1665, 6.5235, -2.7343)
C (8.5481, 7.6307, -3.5973)
C (7.3834, 5.5655, -3.5267)
N (9.2243, 6.5454, -0.5223)
C (10.1798, 5.6824, -1.2310)
C (9.1437, 6.0294, 0.8575)
H (9.5832, 9.0294, 0.1629)
H (8.7478, 10.3016, -0.7345)
H (9.6013, 9.0629, -1.5996)
H (7.3914, 8.6400, 1.3454)
H (5.9319, 8.4117, 0.3812)
H (6.7429, 9.9672, 0.3604)
H (7.7842, 8.4171, -3.6192)
H (8.7218, 7.3036, -4.6265)
H (9.5026, 8.0544, -3.2842)
H (6.4959, 6.0298, -3.9671)
H (7.0585, 4.7224, -2.9045)
H (7.9881, 5.1445, -4.3351)
H (9.7567, 4.6934, -1.4387)
H (11.0958, 5.5427, -0.6435)
H (10.5194, 6.1357, -2.1666)
H (8.7418, 5.0104, 0.8728)
H (8.4894, 6.6521, 1.4730)
H (10.1262, 6.0328, 1.3427)
C (-9.7733, 2.3320, -5.0077)
N (-9.0510, 2.3666, -3.7419)
C (-9.4305, 3.5978, -3.0383)
P (-7.4306, 1.8644, -3.4546)
O (-7.7412, 1.4770, -1.9879)
N (-7.2741, 0.2041, -3.9000)
C (-8.4293, -0.6026, -4.2620)
C (-6.4170, -0.5866, -3.0061)
N (-7.0737, 2.3097, -5.1406)
C (-6.2297, 1.4561, -5.9887)
C (-6.4530, 3.6480, -5.1512)
H (-9.4773, 3.1471, -5.6792)
H (-10.8518, 2.4259, -4.8353)
H (-9.6506, 1.3975, -5.5501)
H (-9.0892, 4.4850, -3.5784)
H (-9.0017, 3.6386, -2.0332)
H (-10.5176, 3.6645, -2.9159)
H (-9.2470, -0.4974, -3.5391)
H (-8.1783, -1.6649, -4.3317)
H (-8.7852, -0.3436, -5.2594)
H (-6.9528, -0.9107, -2.1087)
H (-5.5417, -0.0040, -2.6933)
H (-6.0364, -1.4747, -3.5187)
H (-5.2796, 1.2120, -5.5008)
H (-6.0043, 1.9483, -6.9429)
H (-6.7413, 0.5313, -6.2702)
H (-5.4543, 3.6213, -4.7018)
H (-7.0522, 4.3642, -4.5830)
H (-6.3753, 4.0437, -6.1701)

Atoms 1-6, force components in eV/Å:
C -5.3 -5.1 5.7
C 4.9 3.8 -5.9
C 2.1 -0.4 0.9
C 0.3 0.7 -1.1
C -1.4 -0.3 -0.9
C -0.2 1.6 0.0

As for the SMILES: C#CC[C@@]1(C[C@H](C)Cl)C(=O)N[C@](OCC)([C@H](C)CC)[C@@]1(CCCO)CCCCCCCC.CN(C)P(=O)(N(C)C)N(C)C.CN(C)P(=O)(N(C)C)N(C)C.CN(C)P(=O)(N(C)C)N(C)C. Its multiplicity is 1. The HOMO energy is -7.748 eV. The LUMO energy is -0.044 Ha. For the calculated total energy, the calculation gives -115869.14733 eV.

Results of the Mulliken charge analysis, in e, for atoms 1 through 99:
1. C -0.68
2. C -0.30
3. C 0.06
4. C 0.82
5. C -0.64
6. C 0.36
7. C -0.90
8. Cl -0.23
9. C -0.80
10. O -0.59
11. N 0.12
12. C -0.25
13. O -0.21
14. C -0.14
15. C -0.83
16. C -0.04
17. C -0.83
18. C -0.42
19. C -0.85
20. C 1.15
21. C 0.60
22. C -0.04
23. C -0.46
24. O -0.51
25. C -0.71
26. C 0.84
27. C -0.87
28. C -0.22
29. C -0.60
30. C 0.19
31. C -0.07
32. C -1.02
33. H 0.33
34. H 0.50
35. H -0.03
36. H 0.42
37. H -0.05
38. H 0.22
39. H 0.27
40. H 0.29
41. H 0.23
42. H 0.42
43. H 0.25
44. H 0.30
45. H 0.19
46. H 0.17
47. H 0.38
48. H 0.20
49. H 0.23
50. H 0.02
51. H 0.24
52. H 0.27
53. H 0.19
54. H 0.31
55. H 0.26
56. H 0.17
57. H -0.88
58. H -0.04
59. H 0.24
60. H 0.13
61. H 0.28
62. H 0.12
63. H 0.27
64. H 0.42
65. H -0.35
66. H -0.79
67. H 0.44
68. H 0.33
69. H 0.32
70. H 0.36
71. H 0.02
72. H 0.17
73. H 0.24
74. H -0.02
75. H 0.06
76. H 0.11
77. H 0.05
78. H 0.23
79. H 0.26
80. H 0.32
81. C -0.77
82. N 0.19
83. C -1.09
84. P 0.75
85. O -0.69
86. N 0.26
87. C -1.13
88. C -1.21
89. N -0.02
90. C -0.92
91. C -1.09
92. H 0.29
93. H 0.34
94. H 0.15
95. H 0.32
96. H 0.26
97. H 0.35
98. H 0.27
99. H 0.43



[2]
Here is a structure of composition C3H4N2O in a non-equilibrium geometry from OMol25. Energies are from ωB97M-V with the def2-TZVPD basis set.

Positions of all 10 atoms, in Å:
O (2.1044, -0.2952, 0.0262)
C (0.8500, 0.1246, -0.0913)
C (-0.3687, -0.5859, 0.4070)
N (-1.2994, -0.1562, -0.6946)
C (-0.9692, 1.1533, -0.3116)
N (0.4249, 1.2551, -0.5315)
H (2.6881, 0.3940, -0.3374)
H (-0.4667, -1.6144, 0.7315)
H (-2.2517, -0.4074, -0.4231)
H (-0.7117, 0.1321, 1.2247)

Atoms 1-6, force components in eV/Å:
O -0.2 0.2 0.0
C -0.3 0.1 0.2
C 0.1 -0.1 1.2
N -0.1 0.3 0.3
C -0.3 1.0 -1.9
N 0.0 -0.2 -0.1

Its multiplicity is 1. The HOMO energy is -8.839 eV. The LUMO energy is 0.011 Ha. For the calculated total energy, the calculation gives -8199.41774 eV. The energy above the lowest of the compared OMol25 structures with the same formula, charge and spin comes out at 431.07 kJ/mol.

The molecule's Mulliken atomic charges, reported in e, are given here:
1. O -0.46
2. C 0.26
3. C -0.29
4. N -0.34
5. C -0.22
6. N -0.36
7. H 0.37
8. H 0.42
9. H 0.31
10. H 0.33